Entry 1:
Here is a 4-piece molecular cluster, C4H16O3 overall in a non-equilibrium geometry from the OMol25 dataset. Energies are from ωB97M-V/def2-TZVPD.

Last column: natural (NBO) charge in e.
Geometry (Å):
C  1.7514  -1.4482  -0.4994  -0.609
C  2.4523  -0.1289  -0.7292  -0.387
C  1.6542  1.0981  -0.2159  -0.398
C  2.5118  2.3758  -0.2501  -0.620
H  1.6648  -1.7353  0.5497  0.203
H  2.2460  -2.2855  -1.0029  0.208
H  0.7133  -1.3819  -0.8322  0.206
H  2.4959  0.0125  -1.8075  0.191
H  3.4364  -0.0457  -0.2717  0.193
H  1.2428  0.8915  0.7619  0.200
H  0.9068  1.2157  -1.0022  0.193
H  3.4083  2.2786  -0.8643  0.208
H  2.7745  2.7993  0.7213  0.209
H  1.8656  3.1726  -0.6218  0.204
O  -1.8662  0.9966  0.1292  -0.974
H  -1.7416  0.6563  1.0261  0.500
H  -1.3920  1.8328  0.0980  0.474
O  -2.7893  -1.6472  -0.6908  -0.972
H  -3.3509  -1.9400  -1.4177  0.476
H  -2.2868  -0.8799  -0.9999  0.502
O  -2.4554  -0.9915  2.0651  -0.977
H  -2.9910  -1.1369  1.2617  0.499
H  -2.4297  -1.8731  2.4498  0.474

Values from the calculation:
net charge = 0
HOMO-LUMO gap = 0.4269 Ha
E_HOMO = -0.400 Eh
spin multiplicity = 1
lowest unoccupied orbital energy = 0.73 eV
relative energy (zero: lowest compared OMol25 entry of this formula, charge and spin) = 0.412 eV
E_tot = -387.70765 hartree


Entry 2:
Here is an isolated ion of composition CH4N3 and charge +1 in a non-equilibrium geometry from the OMol25 dataset. Energies are from ωB97M-V/def2-TZVPD.

Last column: natural (NBO) charge in e.
Geometry (Å):
N  1.1485  -1.7824  -0.8061  -0.570
C  0.6442  -0.8572  -0.2872  0.684
N  -0.2161  -0.2370  0.3454  -0.441
N  -0.6471  1.0762  0.4474  -0.485
H  1.3037  -2.7239  -1.1165  0.484
H  -1.2446  1.2644  -0.2784  0.433
H  -0.0093  1.9165  0.2753  0.429
H  -0.9792  1.3434  1.4201  0.466

Values from the calculation:
net charge = +1
HOMO-LUMO gap = 0.3861 Ha
E_HOMO = -0.556 Eh
spin multiplicity = 1
lowest unoccupied orbital energy = -4.63 eV
relative energy (zero: lowest compared OMol25 entry of this formula, charge and spin) = 3.005 eV
E_tot = -204.39531 hartree


Entry 3:
Here is C14H22BF2ISiZr as an isolated structure in a non-equilibrium geometry from the OMol25 dataset. Energies are from ωB97M-V/def2-TZVPD.

Last column: natural (NBO) charge in e.
Geometry (Å):
C  4.2508  0.8665  1.9208  -0.646
C  4.7822  0.4484  0.4263  -0.460
C  4.0115  -0.8277  -0.2549  -0.701
I  3.8930  -0.3522  -2.4327  0.192
B  2.4728  -1.0534  0.2796  0.737
C  1.7186  -2.4762  0.0293  0.399
F  1.9687  -3.0088  -1.3626  -0.505
F  2.3919  -3.4807  0.9357  -0.329
C  0.1323  -2.5674  0.2999  -0.498
C  -0.6547  -1.2472  0.8189  -0.899
Si  -1.2838  -0.0584  -0.6026  1.606
C  -1.8155  -0.9619  -2.2090  -1.161
C  0.0567  1.3086  -1.0414  -1.112
C  -2.8350  0.9587  0.0421  -0.458
C  -3.1241  1.2668  1.6371  -0.038
C  -4.4489  2.1831  2.0685  0.262
C  -5.4557  2.7790  0.8869  -0.214
C  -5.1959  2.4582  -0.7258  -0.043
C  -3.8733  1.5503  -1.0833  0.251
H  4.0468  -0.0303  2.6462  0.232
H  3.2199  1.4499  1.7741  0.195
H  4.9652  1.6615  2.4529  0.292
H  5.9243  0.1225  0.5413  0.263
H  4.8122  1.3916  -0.3045  0.245
H  4.6919  -1.8056  -0.1906  0.265
H  1.9130  -0.1622  0.8033  -0.079
H  -0.0440  -3.4195  1.1181  0.314
H  -0.3793  -3.0044  -0.6864  0.253
H  -0.1212  -0.6498  1.7035  0.278
H  -1.6670  -1.6400  1.3198  0.281
H  -1.6024  -2.1104  -2.2494  0.279
H  -2.9557  -0.8006  -2.4830  0.261
H  -1.2097  -0.4529  -3.1025  0.284
H  0.5376  1.6089  -0.0022  0.260
H  -0.4129  2.2529  -1.5576  0.281
H  0.9356  0.8257  -1.6818  0.265
H  -2.3932  0.8585  2.4783  0.315
H  -4.6788  2.4482  3.1981  0.325
H  -6.3805  3.4606  1.2070  0.351
H  -5.9060  2.8990  -1.5657  0.347
H  -3.6066  1.3126  -2.2212  0.301
Zr  3.3195  -4.0020  -2.8305  1.809

Values from the calculation:
net charge = +4
HOMO-LUMO gap = 0.1035 Ha
E_HOMO = -0.736 Eh
spin multiplicity = 1
lowest unoccupied orbital energy = -17.22 eV
E_tot = -1403.18133 hartree


Entry 4:
Here is C4H5Li2O2Tl as an isolated structure in a non-equilibrium geometry from the OMol25 dataset. Energies are from ωB97M-V/def2-TZVPD.

Last column: Löwdin charge in e.
Geometry (Å):
O  -0.6668  -1.7468  -0.1258  -0.547
C  -0.3070  -0.8673  -1.1160  -0.565
C  0.9632  -0.9698  -1.6362  -0.333
Li  -0.9601  -1.2152  1.5912  0.662
Li  0.0627  -3.2604  -1.7886  0.755
H  1.3301  -0.5470  -2.5769  -0.009
H  -1.1114  -0.2517  -1.5613  0.099
C  0.4373  1.4193  1.2531  -0.392
C  -0.7792  1.9772  0.9037  -0.041
O  0.5929  0.1374  1.5700  -0.515
H  1.3422  2.0311  1.0838  0.105
H  -0.8714  2.9880  0.5003  0.027
H  -1.6636  1.6442  1.4591  0.030
Tl  1.6312  -1.3390  0.4435  0.722

Values from the calculation:
net charge = 0
HOMO-LUMO gap = 0.1780 Ha
E_HOMO = -0.217 Eh
spin multiplicity = 1
lowest unoccupied orbital energy = -1.05 eV
relative energy (zero: lowest compared OMol25 entry of this formula, charge and spin) = 0.678 eV
E_tot = -493.35277 hartree


Entry 5:
Here is an isolated ion of composition C15H19F7IN3O4PS3 and charge +1 in a non-equilibrium geometry from the OMol25 dataset. Energies are from ωB97M-V/def2-TZVPD.

Last column: natural (NBO) charge in e.
Geometry (Å):
H  1.1473  4.8430  -0.9910  0.352
N  0.3273  4.2729  -0.7344  -0.532
C  0.3143  3.2270  -1.4572  0.098
C  -0.8617  2.1910  -1.2063  -0.545
C  -0.2585  0.8989  -0.5849  0.165
C  0.5757  0.0993  -1.5490  0.119
C  0.7707  0.5049  -3.0336  -0.494
C  2.2398  0.9984  -3.4247  -0.460
C  3.1991  1.3278  -2.2182  -0.541
I  5.2242  1.4136  -3.0697  0.125
C  1.2123  -1.1416  -0.9972  -0.329
P  2.2887  -2.0976  -2.1940  0.812
S  4.1123  -2.1024  -1.5168  -0.517
C  0.9686  -1.4960  0.4038  0.017
S  1.7091  -3.0739  1.0707  2.065
C  3.1735  -2.6533  2.1199  -0.846
O  2.1775  -3.9934  0.0466  -0.880
O  0.6953  -3.8115  1.8459  -0.903
N  0.2078  -0.7145  1.2500  -0.278
C  0.0316  -1.0636  2.6898  -0.077
N  -1.3277  -1.5300  3.0143  -0.810
C  -0.4367  0.4469  0.8098  -0.072
S  -1.5376  1.5250  1.7953  1.994
O  -1.0692  2.9078  1.6599  -0.831
O  -1.5829  1.3167  3.2359  -0.854
C  -3.3560  1.3669  1.2940  0.464
F  -3.9472  2.4259  1.9186  -0.264
F  -3.5512  1.4515  -0.0614  -0.306
C  -3.9989  -0.0198  1.7176  0.566
F  -3.2775  -0.9785  1.0013  -0.324
F  -4.0179  -0.2455  3.0491  -0.260
C  -5.5100  -0.1838  1.2033  0.928
F  -6.1771  0.9865  1.0970  -0.291
F  -5.4474  -0.7404  -0.0565  -0.311
F  -6.2046  -1.0527  1.9894  -0.286
H  1.0969  3.0709  -2.2392  0.168
H  -1.6113  2.7414  -0.6044  0.288
H  -1.3734  1.9082  -2.1707  0.249
H  0.0537  1.2686  -3.4084  0.261
H  0.5588  -0.4259  -3.6367  0.253
H  2.1229  1.9592  -4.0042  0.246
H  2.7706  0.3029  -4.1298  0.245
H  3.2620  0.5427  -1.4302  0.227
H  3.0498  2.3474  -1.7787  0.228
H  2.2176  -1.6524  -3.5340  0.026
H  1.7833  -3.4414  -2.1940  0.053
H  3.5823  -1.6407  1.8792  0.265
H  2.9052  -2.7068  3.2036  0.263
H  3.9344  -3.4513  1.8967  0.302
H  0.3258  -0.1232  3.2444  0.235
H  0.7509  -1.8180  3.0869  0.229
H  -1.5683  -2.1962  2.2673  0.374
H  -1.2224  -2.1260  3.8449  0.394

Values from the calculation:
net charge = +1
HOMO-LUMO gap = 0.2156 Ha
E_HOMO = -0.430 Eh
spin multiplicity = 1
lowest unoccupied orbital energy = -5.84 eV
relative energy (zero: lowest compared OMol25 entry of this formula, charge and spin) = 3.031 eV
E_tot = -3580.38009 hartree


Entry 6:
Here is a 10-piece molecular cluster, C16H51N20O15P3S2 overall in a non-equilibrium geometry from the OMol25 dataset. Energies are from ωB97M-V/def2-TZVPD.

Last column: Löwdin charge in e.
Geometry (Å):
C  2.3113  -2.7794  0.3217  0.039
C  1.5109  -1.8850  -0.5701  -0.477
O  2.0538  -1.0750  -1.2926  0.111
O  0.1548  -2.0189  -0.6361  -0.031
C  -0.4810  -2.2692  0.6119  -0.256
C  -1.9778  -1.9634  0.5515  -0.476
P  -2.1604  -0.7725  1.9785  0.470
S  -1.3384  0.9524  1.6603  0.230
C  -2.5069  -1.3688  -0.7748  -0.449
O  -2.0170  -0.4863  -1.4376  0.118
N  -3.7145  -2.0247  -1.1156  0.061
C  -4.1650  -2.8407  -0.0022  -0.584
P  -5.1671  -4.3961  -0.2997  0.756
N  -5.2038  -5.1716  1.0778  -0.260
P  -5.2982  -1.7244  0.9847  0.409
O  -4.9542  -0.3301  0.7602  -0.245
O  -5.2375  -2.2218  2.4876  -0.118
O  -6.8044  -1.9661  0.5269  -0.117
C  -2.8356  -3.2409  0.6209  -0.502
S  -2.0143  -4.4513  -0.5559  0.867
H  3.2816  -2.3348  0.4344  0.089
H  1.8989  -2.9276  1.3075  0.081
H  2.4367  -3.7509  -0.1319  0.102
H  -0.0193  -1.6339  1.3544  0.080
H  -0.3218  -3.2886  0.9332  0.103
H  -1.5319  -1.4689  3.0253  0.017
H  -3.4890  -0.6636  2.3619  -0.040
H  -4.3838  -1.3984  -1.5300  0.137
H  -4.5817  -5.2201  -1.2681  0.007
H  -6.4644  -4.1190  -0.7466  0.004
H  -6.1464  -5.3083  1.4106  -0.020
H  -5.5755  -1.5199  3.0590  0.108
H  -7.1354  -2.7753  0.9306  0.070
H  -2.8579  -3.8030  1.5352  0.101
H  -2.7579  -4.4391  -1.6679  -0.115
N  -7.7490  -4.4892  -4.8764  0.157
C  -7.2176  -4.3010  -3.6347  -0.670
N  -6.3029  -3.2875  -3.5325  0.164
O  -7.5356  -4.9904  -2.6754  -0.006
H  -7.5006  -3.9386  -5.6753  0.096
H  -8.4209  -5.2249  -4.9802  0.105
H  -5.9011  -3.1298  -2.6327  0.042
H  -6.0203  -2.7054  -4.2975  0.102
N  4.8430  0.2788  -2.0409  0.149
C  5.6114  0.5891  -0.9488  -0.680
N  6.5860  1.5234  -1.1601  0.153
O  5.4303  0.0607  0.1374  0.014
H  4.9698  0.6881  -2.9449  0.085
H  4.1150  -0.3984  -1.9041  0.061
H  7.1772  1.7755  -0.3845  0.069
H  6.7412  1.9647  -2.0445  0.086
N  8.8598  4.7027  -0.8043  0.166
C  9.6395  3.6013  -0.6159  -0.674
N  10.9214  3.7079  -1.0872  0.147
O  9.2354  2.5856  -0.0671  0.007
H  9.1757  5.5451  -1.2568  0.052
H  7.9183  4.6614  -0.4649  0.103
H  11.5224  2.9166  -0.9642  0.099
H  11.2766  4.5290  -1.5367  0.090
N  -0.7961  4.5192  -1.3934  0.148
C  -1.3087  5.3236  -0.4093  -0.686
N  -1.9194  4.6547  0.6142  0.155
O  -1.2232  6.5396  -0.4470  0.014
H  -0.8538  3.5181  -1.3768  0.092
H  -0.3396  4.9709  -2.1606  0.096
H  -2.3067  5.2035  1.3575  0.097
H  -1.9906  3.6545  0.6503  0.037
N  8.3272  7.7069  -4.3383  0.156
C  9.1071  7.9979  -3.2561  -0.666
N  10.0834  8.9302  -3.4650  0.153
O  8.9406  7.4624  -2.1700  0.010
H  8.4419  8.1351  -5.2361  0.094
H  7.5998  7.0300  -4.2105  0.106
H  10.6661  9.1664  -2.6852  0.104
H  10.2367  9.3854  -4.3435  0.094
N  0.0125  -3.1055  -5.5604  0.147
C  -0.6696  -3.6174  -4.4876  -0.677
N  -0.2935  -3.1478  -3.2688  0.169
O  -1.5678  -4.4406  -4.6206  0.001
H  0.7457  -2.4290  -5.4759  0.091
H  -0.2474  -3.4345  -6.4694  0.097
H  -0.7952  -3.5149  -2.4764  0.010
H  0.4221  -2.4623  -3.1206  0.086
N  -2.8796  3.3396  4.0238  0.159
C  -3.5332  2.5587  4.9220  -0.688
N  -3.2716  2.8703  6.2312  0.150
O  -4.2879  1.6451  4.6056  -0.015
H  -2.2463  4.0777  4.2957  0.047
H  -3.0355  3.1460  3.0534  0.060
H  -3.7270  2.3245  6.9354  0.094
H  -2.6590  3.6188  6.4991  0.076
N  -1.5762  -9.1946  1.6761  0.141
C  -1.9851  -7.9482  2.0802  -0.691
N  -3.1320  -7.4899  1.5006  0.146
O  -1.3584  -7.2949  2.8987  0.008
H  -2.0704  -9.7493  1.0055  0.086
H  -0.7360  -9.5551  2.0839  0.096
H  -3.4604  -6.5781  1.7744  0.045
H  -3.6577  -8.0038  0.8214  0.087
N  0.3207  6.6482  6.3844  0.159
C  -0.0195  5.4510  5.8281  -0.654
N  0.9154  4.4632  5.9186  0.165
O  -1.0988  5.2762  5.2764  0.004
H  1.1976  6.8193  6.8361  0.096
H  -0.3499  7.3900  6.3225  0.106
H  0.6906  3.5774  5.5052  0.110
H  1.8071  4.5822  6.3583  0.097

Values from the calculation:
net charge = 0
HOMO-LUMO gap = 0.3286 Ha
E_HOMO = -0.319 Eh
spin multiplicity = 1
lowest unoccupied orbital energy = 0.27 eV
E_tot = -4684.86748 hartree